C7H9N3O2 | wB97M-V/def2-TZVPD

Results
Total energy: -586.69051 Eh
Gap between HOMO and LUMO: 7.900 eV
Structure (SMILES): C#CC(=O)C#N.C=NOCCN
Energy relative to the best compared isomer or geometry (same formula, charge and spin): 6.256 eV
E_LUMO: -1.51 eV
Strongest force on any atom: 2.61 eV Å⁻¹

Last column: Mulliken charge in e.
Positions of all 21 atoms, in Å:
C -0.47953 -4.15860 -2.10831  -0.3950
C -1.17116 -3.19262 -1.17540  -0.3912
C 0.03531 -0.33437 0.28807  0.2070
C 0.64264 3.42544 1.73638  0.3018
C -0.44010 2.58143 2.17503  -0.1534
C -1.35400 1.85955 2.54424  0.1107
C 1.36814 2.91995 0.55373  0.1458
H 0.39710 -4.10826 -3.95676  0.2252
H 0.50862 -2.69827 -3.12829  0.2319
H 0.37957 -4.60086 -1.57537  0.2794
H -1.17168 -4.97820 -2.33245  0.3690
H -1.53919 -3.70529 -0.27222  0.3037
H -2.01368 -2.70717 -1.67821  0.3151
H 1.10104 -0.38982 0.00501  0.3206
H -0.32814 0.50996 0.88724  -0.2580
H -2.14133 1.21414 2.86455  0.3843
N -0.11690 -3.47654 -3.34565  -0.6288
N -0.80257 -1.22093 -0.06213  -0.5952
N 1.94178 2.53162 -0.37547  -0.3139
O -0.20592 -2.20637 -0.81566  -0.0328
O 0.96140 4.45889 2.26400  -0.4262

Force components x, y, z for each atom (eV/Å):
0.074 -0.112 0.180
-0.271 -0.187 0.100
0.283 0.094 -0.016
0.140 0.332 0.131
-2.014 -1.375 0.931
1.796 1.508 -0.642
0.751 -0.422 -1.175
-0.135 0.194 0.118
-0.222 -0.273 -0.102
-0.118 0.074 -0.071
0.050 0.149 -0.004
0.139 0.133 -0.205
0.087 -0.038 0.027
-0.530 0.007 0.099
0.147 -0.669 -0.456
0.025 0.044 -0.029
0.366 0.037 -0.095
0.141 0.489 0.249
-0.715 0.442 1.153
0.085 -0.152 -0.042
-0.078 -0.276 -0.154